# 1
A single C5H7N molecule, computed with ωB97M-V with the def2-TZVPD basis set.

Values from the calculation:
SMILES string: Cc1ccc[nH]1
Charge: 0
Spin multiplicity: 1
Gap between HOMO and LUMO (eV): 9.5
Highest occupied orbital energy (eV): -8.40
Lowest unoccupied orbital energy (Ha): 0.0397
Strongest force on any atom (eV/A): 6.13

```
13
C5H7N (ωB97M-V with the def2-TZVPD basis set)
C 1.38717 0.27353 -1.57522
C 0.36561 0.27201 -0.53888
C -0.91667 0.60102 -0.40091
C -1.45789 0.04730 0.85829
C -0.51875 -0.64392 1.39067
N 0.67063 -0.55375 0.61853
H 2.35954 -0.06025 -1.39711
H 1.51062 1.27418 -1.85991
H 1.07008 -0.16358 -2.56138
H -1.50572 0.90302 -1.15748
H -2.44515 0.26624 0.97713
H -0.45168 -0.96866 2.44357
H 1.61105 -0.67429 0.82173
```


# 2
A single C5H7N molecule, computed with ωB97M-V with the def2-TZVPD basis set.

Values from the calculation:
Charge: 0
Spin multiplicity: 1
Gap between HOMO and LUMO (eV): 8.5
Highest occupied orbital energy (eV): -8.70
Lowest unoccupied orbital energy (Ha): -0.0090
Strongest force on any atom (eV/A): 0.41

```
13
C5H7N (ωB97M-V with the def2-TZVPD basis set)
C -0.74868 0.06002 0.99800
C -0.45139 -1.25188 0.28404
C -0.93105 0.47531 -1.29102
C -0.06266 0.89232 -0.09440
C 1.23374 0.10758 -0.25580
N 0.63868 -1.25294 -0.39633
H -0.24462 0.08263 1.97624
H -1.80845 0.28566 1.11410
H -1.08488 -2.13607 0.30854
H -0.24850 0.29223 -2.14933
H -0.02162 1.98039 0.04060
H 1.91852 0.11764 0.60612
H 1.79956 0.37904 -1.15141
```


Copy entry 2 word for word.
A single C5H7N molecule, computed with ωB97M-V with the def2-TZVPD basis set.

Values from the calculation:
Charge: 0
Spin multiplicity: 1
Gap between HOMO and LUMO (eV): 8.5
Highest occupied orbital energy (eV): -8.70
Lowest unoccupied orbital energy (Ha): -0.0090
Strongest force on any atom (eV/A): 0.41

```
13
C5H7N (ωB97M-V with the def2-TZVPD basis set)
C -0.74868 0.06002 0.99800
C -0.45139 -1.25188 0.28404
C -0.93105 0.47531 -1.29102
C -0.06266 0.89232 -0.09440
C 1.23374 0.10758 -0.25580
N 0.63868 -1.25294 -0.39633
H -0.24462 0.08263 1.97624
H -1.80845 0.28566 1.11410
H -1.08488 -2.13607 0.30854
H -0.24850 0.29223 -2.14933
H -0.02162 1.98039 0.04060
H 1.91852 0.11764 0.60612
H 1.79956 0.37904 -1.15141
```